C4H7NOSi as an isolated structure. Source: the OMol25 dataset; level of theory: ωB97M-V with the def2-TZVPD basis set.

Computed properties:
ΔE to the lowest compared entry with this formula, charge and spin: 90.4 kcal per mole
DFT total energy: -15673.627 eV

Atoms and positions in Å:
C: -0.476533 0.036841 2.398079
C: -0.828161 1.300230 2.048633
C: -0.323613 0.241328 0.363870
C: 1.389251 -0.991267 -1.671730
N: -0.202365 -0.696325 1.304581
O: -0.589914 1.448307 0.746885
Si: -0.352236 -0.180651 -1.421450
H: -0.565757 -0.436298 3.298044
H: -1.075188 2.136105 2.664296
H: 2.207131 -0.352550 -1.501559
H: 1.387385 -1.927702 -1.142040
H: 1.254863 -1.061585 -2.803113
H: -0.406493 1.581559 -2.555655
H: -1.418370 -1.097992 -1.728841

Cartesian forces (eV/Å) of the 2 atoms listed first:
-1.12 1.19 -0.40
0.92 0.14 2.54

---

A 8-piece molecular cluster, H16O8 overall. Source: the OMol25 dataset; level of theory: ωB97M-V with the def2-TZVPD basis set.

Computed properties:
Structure (SMILES): O.O.O.O.O.O.O.O
ΔE to the lowest compared entry with this formula, charge and spin: 112.5 kcal per mole
DFT total energy: -16637.130 eV

Atoms and positions in Å:
O: -0.881703 0.061511 0.783127
H: -0.552000 -0.588853 0.152801
H: -0.375272 0.857397 0.585432
O: -1.106292 -1.082568 2.393027
H: -1.478073 -0.383415 2.942530
H: -0.384191 -1.438443 2.923039
O: -4.962127 -1.173417 -0.590304
H: -5.021676 -0.491282 -1.268638
H: -5.685401 -0.968168 0.012803
O: -2.512708 1.959180 -1.227787
H: -2.119516 2.450233 -1.958031
H: -1.842770 1.305839 -0.996878
O: 2.898876 -2.694550 -1.820567
H: 3.031949 -2.179876 -1.016582
H: 2.156162 -2.261332 -2.256100
O: 1.190751 -1.596356 -0.582058
H: 1.954979 -1.305283 -0.071940
H: 0.548764 -1.859695 0.086893
O: 2.988837 0.660732 1.358614
H: 3.203962 1.086676 0.521188
H: 2.975151 1.385615 1.993711
O: 1.689474 3.004358 -0.696737
H: 2.204940 2.823321 0.097310
H: 2.077887 2.428385 -1.364854

Cartesian forces (eV/Å) of the 2 atoms listed first:
0.32 2.87 -3.55
-0.17 0.40 0.01

---

One molecule with the formula C18H24N2O6S. Source: the OMol25 dataset; level of theory: ωB97M-V with the def2-TZVPD basis set.

Computed properties:
Structure (SMILES): CCCCCOC(=O)CSc1nnc(-c2cc(OC)c(OC)c(OC)c2)o1
ΔE to the lowest compared entry with this formula, charge and spin: 63.3 kcal per mole
DFT total energy: -45154.330 eV

Atoms and positions in Å:
C: 0.226556 -2.713883 -1.448472
C: 1.409730 -2.542392 -2.393593
C: 2.383375 -1.447064 -1.958525
C: 1.768292 -0.047908 -2.005945
C: 2.823947 1.050893 -1.915176
O: 3.536927 1.007860 -0.675523
C: 3.164475 1.834333 0.286414
O: 2.275930 2.642720 0.212460
C: 4.041516 1.690479 1.520332
S: 4.497684 -0.039199 1.886811
C: 2.913633 -0.726963 1.843316
N: 2.570363 -1.969298 1.969623
N: 1.234014 -2.015297 1.806324
C: 0.818176 -0.803455 1.587214
C: -0.509396 -0.348787 1.279773
C: -1.564650 -1.258758 1.262253
C: -2.826673 -0.819980 0.913476
O: -3.930004 -1.610195 0.859047
C: -3.779889 -2.978043 1.155996
C: -3.057140 0.536428 0.576152
O: -4.347203 0.795261 0.246797
C: -4.818903 2.113562 0.084219
C: -1.979762 1.439127 0.591375
O: -2.216274 2.738915 0.230778
C: -1.162266 3.669643 0.336715
C: -0.717505 0.986578 0.951632
O: 1.856545 0.081383 1.609834
H: 0.572740 -2.913119 -0.436903
H: -0.396701 -1.822667 -1.430261
H: -0.389124 -3.550460 -1.771222
H: 1.958300 -3.485249 -2.443823
H: 1.044687 -2.317012 -3.399012
H: 3.250376 -1.469128 -2.623794
H: 2.741977 -1.663515 -0.950575
H: 1.238946 0.086769 -2.951666
H: 1.046199 0.080335 -1.197531
H: 3.585662 0.916982 -2.687142
H: 2.360009 2.037675 -2.015759
H: 4.987677 2.205214 1.350787
H: 3.534166 2.130927 2.378996
H: -1.359005 -2.282360 1.520165
H: -3.438662 -3.131901 2.184528
H: -3.082460 -3.464518 0.466969
H: -4.771027 -3.412067 1.035464
H: -5.893723 2.009481 -0.063838
H: -4.631585 2.722286 0.971388
H: -4.375711 2.600277 -0.786636
H: -0.807768 3.758441 1.367732
H: -0.319410 3.413806 -0.310610
H: -1.587510 4.620060 0.017856
H: 0.120435 1.663768 0.961566

Cartesian forces (eV/Å) of the 2 atoms listed first:
0.15 -0.02 -0.20
0.08 0.03 0.21

---

C33H37Br45F10N3O3 as an isolated structure. Source: the OMol25 dataset; level of theory: ωB97M-V with the def2-TZVPD basis set.

Computed properties:
Total charge: +1
DFT total energy: -3224510.830 eV

Atoms and positions in Å:
C: 3.130708 2.064320 4.289866
C: 4.212813 2.214134 3.223611
C: 3.914947 3.294378 2.167107
C: 2.527963 3.180211 1.481088
N: 2.704042 2.800171 0.046613
C: 1.694436 2.134357 -0.573694
N: 0.409231 2.367320 -0.596088
C: -0.285553 3.438072 0.122365
O: -1.652571 3.119692 0.310109
C: -1.880664 2.214232 1.291481
C: -3.346903 2.016926 1.666215
O: -1.033219 1.545262 1.809512
C: -0.250420 1.478318 -1.417627
C: 0.690677 0.655768 -1.891330
C: 0.454354 -0.484960 -2.846981
C: -0.849867 -0.295691 -3.589745
O: -1.923200 -0.460613 -3.118897
F: -0.772915 0.059733 -4.890965
N: 1.886758 1.070819 -1.344456
C: 3.136768 0.381674 -1.652531
C: 3.820639 -0.356075 -0.475061
C: 2.872153 -0.940866 0.561688
F: 2.505917 0.039311 1.424583
F: 1.736121 -1.421073 0.045557
C: 3.660008 -1.999971 1.424054
F: 3.357507 -1.785210 2.710254
F: 4.976342 -1.809194 1.341652
C: 3.351450 -3.492080 1.094979
F: 3.193874 -3.711757 -0.205595
F: 4.450660 -4.181254 1.461219
C: 2.203703 -4.130537 1.937071
F: 1.875990 -5.275399 1.362468
F: 1.151523 -3.343027 2.036668
F: 2.633037 -4.433253 3.145280
H: 2.173502 1.721934 3.904033
H: 2.951716 3.011734 4.804516
H: 3.463607 1.300443 4.995548
H: 4.464451 1.276098 2.722416
H: 5.125847 2.515825 3.747114
H: 4.718768 3.248490 1.421654
H: 4.012795 4.271651 2.643330
H: 1.829236 2.537115 2.016495
H: 2.134746 4.201135 1.479349
H: 3.589431 2.340398 -0.108477
H: -0.226193 4.346425 -0.469931
H: 0.130774 3.639681 1.104333
H: -3.823740 2.959220 1.926920
H: -3.484938 1.311561 2.520563
H: -3.873493 1.559104 0.820366
H: -1.315349 1.501679 -1.586754
H: 0.425753 -1.468431 -2.376870
H: 1.223051 -0.490085 -3.626959
H: 3.028782 -0.320678 -2.470873
H: 3.837031 1.153331 -1.987366
H: 4.345895 -1.211696 -0.910806
H: 4.571904 0.263826 0.009941
C: -1.698629 -3.427874 -5.102939
Br: 0.108088 -3.735760 -4.490630
Br: -2.086551 -4.418552 -6.706665
Br: -2.991156 -3.770188 -3.718028
H: -1.774708 -2.377758 -5.355446
C: 1.172755 1.365750 8.784963
Br: 0.737063 2.729887 7.493362
Br: 0.159964 -0.247437 8.483625
Br: 3.067533 1.017144 8.838267
H: 0.890462 1.744254 9.757244
C: 0.694679 7.412296 -1.471700
Br: 2.204008 8.550939 -1.126189
Br: 1.207939 5.808368 -2.420853
Br: -0.271649 7.000188 0.146261
H: 0.019693 7.959036 -2.115395
C: -2.991873 3.373014 -5.292664
Br: -4.245031 4.827038 -5.168842
Br: -1.546396 3.773402 -6.493821
Br: -2.355548 2.805142 -3.560475
H: -3.524535 2.526575 -5.709882
C: -2.259993 -1.440907 4.417120
Br: -3.055833 0.322812 4.425110
Br: -0.637710 -1.515287 3.395805
Br: -1.987418 -2.092289 6.205910
H: -2.967240 -2.101470 3.934933
C: -4.563558 -7.278371 -6.355953
Br: -4.320841 -8.159527 -4.660817
Br: -4.604380 -8.532508 -7.815875
Br: -6.118568 -6.135515 -6.350505
H: -3.703949 -6.641490 -6.506432
C: -2.721115 1.303871 -9.676156
Br: -3.936940 2.797385 -9.638422
Br: -1.284434 1.576735 -10.927583
Br: -2.045185 0.888596 -7.919696
H: -3.283257 0.445188 -10.014662
C: 7.150777 -4.731065 -0.949727
Br: 6.204451 -3.478972 -2.079013
Br: 6.727140 -6.550200 -1.406689
Br: 9.046715 -4.405599 -0.968638
H: 6.806973 -4.566587 0.062052
C: -3.668310 -4.125785 9.636564
Br: -2.106856 -3.045414 9.306275
Br: -5.156334 -3.579628 8.537640
Br: -3.289764 -6.000654 9.432196
H: -3.956172 -3.965233 10.665925
C: -6.201322 -7.049281 6.443092
Br: -4.646035 -7.149486 5.309476
Br: -7.683752 -6.205860 5.545588
Br: -6.679940 -8.775001 7.150037
H: -5.939635 -6.421118 7.284433
C: -6.451007 -1.893083 -5.665511
Br: -7.005169 -1.326833 -7.421247
Br: -4.772789 -1.091732 -5.155910
Br: -7.815732 -1.579684 -4.344968
H: -6.289751 -2.962267 -5.711123
C: -2.123173 -5.792772 -0.505025
Br: -0.620257 -4.605933 -0.292816
Br: -1.623786 -7.445888 -1.345997
Br: -3.047934 -6.077685 1.159784
H: -2.814974 -5.300939 -1.173967
C: -1.875303 5.240424 4.460121
Br: -0.235861 6.192817 4.800190
Br: -1.522669 3.590950 3.519693
Br: -2.892820 4.942857 6.067431
H: -2.479069 5.860855 3.811931
C: 2.673951 2.078317 -10.757493
Br: 3.345247 3.303231 -12.081783
Br: 3.930042 0.665562 -10.385591
Br: 2.135224 2.993233 -9.148886
H: 1.788356 1.615570 -11.170072
C: 3.697138 7.999674 5.424341
Br: 3.768988 7.018784 7.079531
Br: 3.592634 6.814354 3.906022
Br: 2.262469 9.284242 5.414388
H: 4.622737 8.550651 5.335768

Cartesian forces (eV/Å) of the 2 atoms listed first:
0.21 -0.35 -0.15
0.03 0.48 -0.02

---

One molecule with the formula C3H6N2OS. Source: the OMol25 dataset; level of theory: ωB97M-V with the def2-TZVPD basis set.

Computed properties:
Structure (SMILES): SN1C=NOCC1
ΔE to the lowest compared entry with this formula, charge and spin: 80.2 kcal per mole
DFT total energy: -19068.690 eV

Atoms and positions in Å:
S: -1.307238 -0.574598 -2.112060
N: -0.607502 -0.077188 -0.648914
C: -1.385864 0.211862 0.444785
N: -1.027543 0.694212 1.567673
O: 0.348063 0.970655 1.699578
C: 1.156383 0.118460 0.901379
C: 0.814737 0.207164 -0.550118
H: -1.162488 -1.934096 -1.929459
H: -2.460751 0.046222 0.349769
H: 1.014235 -0.889534 1.265268
H: 2.194105 0.442835 1.091963
H: 1.409017 -0.479044 -1.131000
H: 1.014846 1.263050 -0.948866

Cartesian forces (eV/Å) of the 2 atoms listed first:
0.27 -0.67 0.56
0.04 -0.18 -0.56

---

Going through the records in order, we get strongest force on any atom values of 4.13, 4.63, 1.71, 2.66, 2.12 eV/A.
Going through the records in order, we get E_HOMO values of -9.2379, -9.3746, -7.7419, -11.3485, -8.7685 eV.
Going through the records in order, we get frontier orbital gap values of 10.0, 9.1, 8.3, 9.0, 9.3 eV.